1.
Formula: C4H15N2O
Source: OMol25
Level of theory: the ωB97M-V functional and the def2-TZVPD basis

```
22
Properties=species:S:1:pos:R:3
N -1.196 -0.771 -1.887
C -0.132 -1.523 -1.153
C 1.093 -0.699 -0.830
N 0.757 0.355 0.087
C 0.663 -0.039 1.493
C 0.782 1.208 2.415
H -2.078 -1.281 -1.879
H -0.927 -0.623 -2.860
H -1.366 0.179 -1.426
H -0.542 -1.895 -0.245
H 0.010 -2.465 -1.686
H 1.559 -0.381 -1.761
H 1.823 -1.417 -0.466
H 1.353 1.167 -0.016
H 1.423 -0.784 1.754
H -0.311 -0.490 1.717
H -0.173 1.380 2.913
H 1.540 1.001 3.172
H 1.063 2.076 1.839
H -1.532 1.411 0.308
H -1.741 2.181 -0.986
O -2.068 1.409 -0.503
```

Summary:
LUMO level   -3.15 eV
Orbital gap   0.36820 Ha
Relative energy (zero: lowest compared OMol25 entry of this formula, charge and spin)   94.4 kJ/mol
Total charge   +1

---

2.
Formula: C4H15N2O
Source: OMol25
Level of theory: the ωB97M-V functional and the def2-TZVPD basis

```
22
Properties=species:S:1:pos:R:3
C 1.845 -0.399 1.010
N 1.658 1.037 1.087
C 2.413 -0.749 -0.390
N -2.755 -0.536 -0.073
C -3.885 0.079 0.526
C 1.932 -0.080 -1.645
H 2.665 -0.727 1.669
H 0.986 -0.965 1.382
H 1.593 1.463 2.009
H 0.798 1.267 0.533
H 2.374 -1.815 -0.597
H -1.888 -0.017 0.070
H -2.738 -1.535 -0.220
H -3.703 1.150 0.346
H -4.880 -0.099 0.094
H -4.081 -0.065 1.588
H 0.882 -0.327 -1.923
H 1.809 1.003 -1.543
H 2.641 -0.323 -2.439
H -0.737 1.496 -0.734
H 3.482 -0.508 -0.382
O -0.410 0.650 -0.367
```

Summary:
LUMO level   -9.38 eV
Orbital gap   0.14124 Ha
Relative energy (zero: lowest compared OMol25 entry of this formula, charge and spin)   813.6 kJ/mol
Total charge   +1

---

3.
Formula: C4H15N2O2
Source: OMol25
Level of theory: the ωB97M-V functional and the def2-TZVPD basis

```
23
Properties=species:S:1:pos:R:3
C -2.490 2.142 0.082
C -1.112 2.116 0.893
C -0.197 1.010 0.453
C -0.093 -0.132 1.113
N 0.623 -1.318 0.516
N -2.338 1.610 -1.255
H -2.791 3.203 0.044
H -3.175 1.533 0.692
H -1.343 1.822 1.936
H -0.614 3.110 0.868
H 0.283 1.073 -0.553
H -0.485 -0.391 2.100
H 0.458 -2.081 1.200
H 0.497 -1.725 -0.419
H 1.634 -1.225 0.667
H -1.374 1.564 -1.544
H -2.846 2.149 -1.940
H 1.195 -4.263 0.084
H 2.326 -3.882 -0.771
O 1.538 -3.485 -0.379
H 4.086 -1.106 -0.859
H 3.004 -0.445 -1.683
O 3.214 -1.278 -1.245
```

Summary:
LUMO level   -3.12 eV
Orbital gap   0.33523 Ha
Relative energy (zero: lowest compared OMol25 entry of this formula, charge and spin)   211.3 kJ/mol
Total charge   +1

---

4.
Formula: C4H15N2O2
Source: OMol25
Level of theory: the ωB97M-V functional and the def2-TZVPD basis

```
23
Properties=species:S:1:pos:R:3
N -3.624 1.880 -1.488
C 1.456 -0.600 -0.695
C 1.868 0.584 0.151
C 3.075 0.149 1.034
O 3.292 1.224 2.120
C 0.021 -0.866 -0.830
N -0.537 -1.751 0.343
H -3.502 1.057 -0.927
H -4.275 2.613 -1.155
H -4.133 1.547 -2.291
H 2.101 -0.780 -1.540
H 1.061 0.887 0.812
H 2.194 1.465 -0.405
H 3.932 0.071 0.349
H 2.820 -0.891 1.375
H 4.191 1.710 1.894
H -0.627 0.016 -0.769
H -0.179 -1.427 -1.748
H 0.087 -1.836 1.203
H -0.703 -2.734 0.120
H -1.995 -0.886 0.644
H -3.570 -0.954 1.236
O -2.952 -0.479 0.568
```

Summary:
LUMO level (spin up / spin down)   -10.72 / -12.88 eV
Orbital gap (spin up / spin down)   0.23580 / 0.15657 Ha
2S+1   2
Relative energy (zero: lowest compared OMol25 entry of this formula, charge and spin)   601.7 kJ/mol
Total charge   +2

---

5.
Formula: C4H15N2O3
Source: OMol25
Level of theory: the ωB97M-V functional and the def2-TZVPD basis

```
24
Properties=species:S:1:pos:R:3
C -0.940 0.024 0.602
N -0.792 0.886 -0.656
C 0.616 1.304 -0.981
O 1.451 1.642 -0.013
C 0.126 -1.203 0.454
C -0.588 -2.499 0.962
N 1.211 -0.929 1.458
H -1.960 -0.420 0.489
H -0.727 0.759 1.468
H -1.402 1.700 -0.514
H 0.564 2.148 -1.693
H 0.932 0.250 -1.564
H 0.474 -1.082 -0.627
H -0.017 -3.055 1.772
H -1.557 -2.266 1.113
H -0.884 -3.185 0.150
H 2.122 -1.183 1.076
H 1.305 0.124 1.662
H 0.932 2.806 0.620
H -0.645 3.464 0.939
O 0.204 3.356 1.263
H -0.599 -0.672 -2.061
H 0.558 -0.787 -3.091
O -0.385 -1.181 -2.829
```

Summary:
LUMO level   3.85 eV
Orbital gap   0.29194 Ha
Relative energy (zero: lowest compared OMol25 entry of this formula, charge and spin)   239.1 kJ/mol
Total charge   -1

---

6.
Formula: C4H15N2O4S
Source: OMol25
Level of theory: the ωB97M-V functional and the def2-TZVPD basis

```
26
Properties=species:S:1:pos:R:3
C 2.552 0.987 0.853
N 1.865 -0.267 0.439
C 0.460 -0.292 1.002
C 0.354 -1.194 2.208
S -0.857 -0.651 3.476
C -0.227 -0.667 -0.309
N -0.381 -1.992 -0.674
O -0.546 0.182 -1.130
H 3.554 0.964 0.417
H 2.050 1.669 0.183
H 2.506 1.288 1.897
H 2.301 -1.120 0.771
H 0.101 0.694 1.311
H 1.268 -1.406 2.742
H -0.018 -2.145 1.793
H 0.237 -2.699 -0.305
H -0.455 -2.071 -1.681
H -2.812 0.303 1.353
H -2.042 1.231 0.290
O -2.596 0.453 0.416
H 0.707 1.180 -2.417
H -0.530 1.847 -2.944
O 0.406 1.745 -3.139
H -3.157 0.969 -1.745
H -2.082 0.134 -2.236
O -2.658 0.858 -2.570
```

Summary:
LUMO level   3.33 eV
Orbital gap   0.23848 Ha
Relative energy (zero: lowest compared OMol25 entry of this formula, charge and spin)   115.1 kJ/mol
Total charge   -1

---

Number 1: total energy -9412.684 eV. Number 2: total energy -9405.229 eV. Number 3: total energy -11459.068 eV. Number 4: total energy -11442.579 eV. Number 5: total energy -13512.401 eV. Number 6: total energy -26398.013 eV.